The following is a DFT calculation (wB97M-V/def2-TZVPD) of C22H41FO12S4 as an isolated structure.

The geometry in ORCA input format:
```
! wB97M-V def2-TZVPD RIJCOSX def2/J DEFGRID3
* xyz 0 1
C -0.5506 -6.1727 -1.4928
C -0.7424 -4.7173 -1.0821
C 0.4578 -3.8508 -1.4186
F 0.6118 -2.8799 -0.4239
C 0.4640 -3.1492 -2.8002
O -0.5104 -3.8417 -3.6285
S -1.6470 -2.8668 -4.1514
O -1.2837 -2.3819 -5.4379
O -2.9103 -3.4538 -3.9105
O -1.3884 -1.7342 -3.0683
C 0.0499 -1.6552 -2.9348
C 0.4377 -0.5524 -1.9739
C 1.9289 -0.2099 -1.9548
C 2.7941 -1.1806 -1.1732
O 4.1819 -0.9125 -1.4400
C 4.9927 -2.0136 -1.3179
C 5.2164 -2.7404 -2.6186
O 5.4704 -2.3285 -0.2670
H -1.3477 -6.7891 -1.0812
H 0.3893 -6.5528 -1.0852
H -0.5308 -6.2951 -2.5758
H -1.6598 -4.3069 -1.5049
H -0.8293 -4.6702 0.0058
H 1.3552 -4.4754 -1.3663
H 1.4224 -3.3074 -3.2922
H 0.4463 -1.3541 -3.9121
H -0.0961 0.3322 -2.3189
H 0.0820 -0.7360 -0.9628
H 2.0038 0.7637 -1.4672
H 2.3289 -0.0749 -2.9630
H 2.5828 -2.2248 -1.4064
H 2.6381 -1.0401 -0.1015
H 4.2633 -3.1070 -3.0067
H 5.6340 -2.0606 -3.3599
H 5.8809 -3.5841 -2.4581
C 3.2111 -2.6684 3.2901
C 4.1290 -3.7916 3.7884
C 3.3347 -5.1002 3.7069
S 2.1513 -4.8841 2.3653
O 0.8160 -4.9255 2.9074
O 2.5002 -5.7273 1.2472
C 2.5835 -3.1857 2.0019
H 3.7590 -1.7430 3.1188
H 2.4303 -2.4671 4.0272
H 5.0091 -3.8538 3.1459
H 4.4747 -3.6109 4.8051
H 3.9529 -5.9626 3.4703
H 2.7559 -5.2923 4.6082
H 1.6852 -2.6587 1.6925
H 3.3084 -3.2083 1.1866
C -3.9723 3.1780 -0.6865
C -3.5357 3.4152 -2.1389
C -2.1004 3.9538 -2.0998
S -1.3593 3.2673 -0.6106
O -1.0466 4.3464 0.2947
O -0.3354 2.3101 -0.9584
C -2.8240 2.4269 -0.0212
H -4.8974 2.6064 -0.6295
H -4.1329 4.1314 -0.1816
H -3.5624 2.4749 -2.6935
H -4.1957 4.1165 -2.6467
H -1.4960 3.6449 -2.9492
H -2.0698 5.0365 -1.9934
H -2.8318 2.4712 1.0662
H -2.7594 1.3930 -0.3617
C -2.1482 7.9379 2.9511
C -3.3186 8.0058 3.9432
C -4.4722 7.1929 3.3437
S -3.7007 5.9345 2.3116
O -4.0744 6.1749 0.9371
O -3.9013 4.6262 2.8842
C -2.0138 6.4711 2.5572
H -1.2246 8.3148 3.3877
H -2.3713 8.5397 2.0674
H -3.0148 7.5683 4.8960
H -3.6275 9.0320 4.1365
H -5.0819 6.6880 4.0885
H -5.1037 7.7918 2.6904
H -1.4637 6.2849 1.6381
H -1.6020 5.8685 3.3663
*
```

Summary:
HOMO level	-10.34	eV
electronic energy	-3458.33993	Ha

***

The following is a DFT calculation (wB97M-V/def2-TZVPD) of a 2-piece molecular cluster, C22H42BrF5N2O3PS2 overall.

The geometry in ORCA input format:
```
! wB97M-V def2-TZVPD RIJCOSX def2/J DEFGRID3
* xyz 1 1
C -4.9225 -0.0065 -0.6688
C -4.7683 -1.4918 -0.8650
O -5.0954 -2.0804 -1.8639
N -4.2364 -2.1711 0.2619
C -4.2414 -3.6255 0.0882
C -2.9169 -1.6371 0.6559
C -2.9373 -0.7719 1.9442
C -2.3913 0.6645 1.8123
C -0.9219 0.8208 2.2135
C 0.0199 0.1526 1.2012
N 0.3237 -1.2460 1.7126
C 1.0119 -2.1470 0.7184
C 1.5226 -1.3892 -0.5074
C 2.0343 0.0768 -0.3548
C 1.6893 0.7883 -1.6864
C 0.2150 1.0873 -1.9848
C 0.0231 1.4904 -3.4505
S -0.2741 0.0899 -4.5787
C 3.5735 0.0477 -0.2375
C 4.1565 -0.8010 0.9134
C 4.8412 -2.1094 0.4680
C 6.3411 -2.0530 0.6632
F 6.6574 -1.6686 1.9287
F 6.8764 -1.1252 -0.1747
C 7.0610 -3.3977 0.4053
F 6.8124 -4.2454 1.4226
F 8.3822 -3.2275 0.2903
F 6.5882 -3.9519 -0.7327
C 1.3984 0.7696 0.9035
P 1.2565 2.6554 0.8116
O 2.6993 3.1228 0.2210
Br 1.6563 3.0569 2.9892
H -5.2986 0.4425 -1.5884
H -3.9758 0.4778 -0.4384
H -5.6178 0.1903 0.1512
H -5.2431 -3.9533 -0.1830
H -3.9543 -4.0833 1.0378
H -3.5529 -3.9562 -0.7004
H -2.2688 -2.5137 0.7810
H -2.4825 -1.0545 -0.1699
H -2.3929 -1.2928 2.7472
H -3.9742 -0.7425 2.2859
H -2.4891 1.0246 0.7836
H -2.9847 1.3494 2.4235
H -0.6878 1.8786 2.3190
H -0.7707 0.3729 3.2074
H -0.5352 -0.0062 0.2730
H 0.9127 -1.1278 2.5393
H -0.5408 -1.6832 2.0369
H 0.2779 -2.8927 0.4095
H 1.8085 -2.6709 1.2484
H 2.3408 -1.9887 -0.9182
H 0.7386 -1.4122 -1.2686
H 2.0495 0.1263 -2.4870
H 2.2720 1.7106 -1.7700
H -0.1877 1.8827 -1.3467
H -0.3999 0.1976 -1.7948
H 0.9502 1.9352 -3.8235
H -0.7818 2.2171 -3.5605
H -0.8583 -0.7199 -3.6863
H 3.9429 -0.3543 -1.1884
H 3.9496 1.0680 -0.1890
H 4.8864 -0.1967 1.4580
H 3.3913 -1.0365 1.6623
H 4.4655 -2.9849 1.0069
H 4.6789 -2.2965 -0.5968
H 2.0406 0.5481 1.7661
H 3.4386 3.0469 0.8393
C -4.2549 4.4093 -1.9356
S -2.6793 3.9575 -1.2122
O -2.6681 2.4638 -1.1392
C -3.0335 4.5431 0.4460
H -4.2457 4.0744 -2.9705
H -5.0568 3.9143 -1.3884
H -4.3692 5.4924 -1.9008
H -3.9238 4.0394 0.8229
H -3.1788 5.6227 0.4245
H -2.1719 4.3043 1.0671
*
```

Summary:
HOMO level	-11.24	eV
electronic energy	-5409.59602	Ha

***

The following is a DFT calculation (wB97M-V/def2-TZVPD) of a 11-piece molecular cluster, C22H42Cl20FN3O6 overall in a non-equilibrium geometry.

The geometry in ORCA input format:
```
! wB97M-V def2-TZVPD RIJCOSX def2/J DEFGRID3
* xyz 0 1
C 2.3183 -4.8014 -1.8603
C 3.8278 -4.9388 -2.0007
O 4.4791 -4.0806 -1.0759
C 5.4525 -3.2195 -1.6005
C 5.1298 -1.7212 -1.3938
O 3.7660 -1.4207 -1.1935
C 3.3267 -1.5417 0.1225
N 2.8343 -0.2657 0.6073
C 1.6501 -0.0117 1.1295
N 1.4192 1.2283 1.6824
C 0.6984 2.1666 0.8104
C 0.5218 3.4388 1.5551
O -0.4927 3.9818 1.8070
F 1.6860 3.9945 1.9170
N 0.6897 -0.9374 1.1685
C 0.0459 -1.2465 -0.1389
C -0.3695 -2.7120 -0.2007
C -1.8025 -2.9503 0.2681
O -1.8928 -4.2690 0.8322
C -0.3258 -0.6308 2.2491
O -1.3687 -0.0819 1.8652
O 0.0561 -1.0109 3.3801
H 1.8100 -5.7517 -1.9520
H 2.1357 -4.4622 -0.8496
H 1.9093 -4.0759 -2.5429
H 4.0790 -5.9677 -1.7697
H 4.1045 -4.7143 -3.0232
H 5.6920 -3.4019 -2.6377
H 6.3681 -3.4025 -1.0430
H 5.7687 -1.3089 -0.6179
H 5.4013 -1.2062 -2.3069
H 4.1496 -1.8294 0.7690
H 2.5856 -2.3205 0.2021
H 3.4804 0.5040 0.5822
H 2.2460 1.6248 2.1109
H -0.2840 1.7688 0.5975
H 1.2633 2.3570 -0.1002
H 0.7437 -1.0471 -0.9416
H -0.8093 -0.6060 -0.3161
H -0.2966 -3.0399 -1.2295
H 0.3078 -3.2978 0.4057
H -2.1446 -2.1963 0.9636
H -2.4330 -2.9737 -0.6111
H -2.1557 -4.1567 1.7455
C -3.6378 -7.4647 0.6309
Cl -4.0335 -8.4494 2.0465
Cl -2.7140 -8.3795 -0.5681
H -4.5602 -7.1306 0.1736
H -3.0469 -6.6141 0.9488
C 1.2644 0.7740 -3.8548
Cl 0.2652 1.7431 -2.7669
Cl 1.1420 -0.9344 -3.4291
H 0.9048 0.9135 -4.8666
H 2.2965 1.0924 -3.7722
C -1.1363 7.3875 2.4159
Cl -2.4617 7.8399 1.3273
Cl 0.0633 8.6730 2.5598
H -1.5480 7.1851 3.3974
H -0.6546 6.5026 2.0222
C 0.0026 3.3226 -7.3569
Cl -0.7966 3.3444 -5.7811
Cl 1.3694 2.1977 -7.4006
H -0.7169 3.0159 -8.1053
H 0.3719 4.3174 -7.5707
C -4.7463 8.1125 3.9884
Cl -5.6357 7.2691 5.2642
Cl -4.1286 9.6735 4.5400
H -3.9112 7.4969 3.6872
H -5.4116 8.2763 3.1504
C -2.7438 5.0249 -1.3250
Cl -1.9906 3.8567 -2.4259
Cl -4.4983 4.8306 -1.2753
H -2.3476 4.8698 -0.3307
H -2.5123 6.0244 -1.6714
C 7.1282 -6.8208 -3.6755
Cl 5.7855 -6.8069 -4.8236
Cl 7.7097 -5.1879 -3.3180
H 6.7909 -7.2747 -2.7520
H 7.9434 -7.3897 -4.1036
C -3.7966 0.4733 -2.7509
Cl -3.9152 -0.6192 -1.3678
Cl -2.6964 -0.1530 -3.9881
H -4.7788 0.5926 -3.1903
H -3.4164 1.4264 -2.4047
C 1.6968 -3.7721 4.9410
Cl 1.5123 -4.9535 6.2461
Cl 2.6861 -4.4175 3.6181
H 0.7186 -3.5165 4.5541
H 2.1799 -2.8887 5.3359
C -8.9789 7.4562 7.3800
Cl -9.4962 5.7719 7.2440
Cl -10.2513 8.5786 6.8831
H -8.7233 7.6577 8.4125
H -8.1171 7.6066 6.7425
*
```

Summary:
energy relative to the best compared isomer or geometry (same formula, charge and spin)	0.428	eV
HOMO level	-8.82	eV
electronic energy	-10782.80328	Ha

***

| no. | E_LUMO (eV) |
| --- | --- |
| 1 | 0.539 |
| 2 | -2.830 |
| 3 | -0.279 |